Molecular formula: C4H6F3NO
Method: DFT, ωB97M-V/def2-TZVPD

Computed properties:
- Kohn-Sham gap: 0.4214 Ha
- SMILES: CN(C(=O)F)C(C)(F)F
- E_LUMO: 0.791 eV
- Calculated total energy: -15936.336 eV
- E_HOMO: -10.7 eV
- Energy above the lowest of the compared OMol25 structures with the same formula, charge and spin: 0.00 kJ/mol

Structure (ORCA input):
```
! RIJCOSX wB97M-V def2-TZVPD def2/J DEFGRID3
* xyz 0 1
C -1.713 -0.674 0.255
N -0.466 -0.186 -0.321
C -0.194 -0.527 -1.598
O -0.795 -1.260 -2.306
F 0.945 0.074 -2.041
C 0.314 0.775 0.426
C 1.752 0.374 0.695
F 0.258 1.984 -0.199
F -0.317 0.980 1.609
H -1.509 -1.190 1.193
H -2.397 0.154 0.439
H -2.153 -1.364 -0.458
H 2.196 1.128 1.340
H 2.315 0.319 -0.230
H 1.763 -0.588 1.199
*
```